# C16H53CsN4O11S

A molecular structure, C16H53CsN4O11S at a distorted geometry (ωB97M-V/def2-TZVPD, OMol25).

Results
Kohn-Sham gap	3.27	eV
total charge	+2
E_HOMO	-11.36	eV

```
86
Properties=species:S:1:pos:R:3:forces:R:3:lowdin_charge:R:1
H 5.9262 -1.3553 -1.2595 0.18 0.65 -0.18 0.187
H 4.2855 1.5402 -4.5187 -0.86 0.47 1.43 0.184
H -3.0897 -1.9827 -3.3550 0.23 -0.22 -0.08 0.055
H 0.8346 4.0530 -4.0344 0.53 0.40 0.80 0.058
C -5.1530 -6.0191 -4.4150 1.35 -2.97 -1.14 -0.177
H -4.9776 -2.9032 -0.9242 -0.34 0.32 -0.46 0.076
H 3.0227 -2.8709 5.2798 0.40 -0.92 0.39 0.136
H 1.8375 9.3361 -5.2564 -0.37 -0.07 -0.61 0.089
H -0.9506 6.7120 -2.2942 0.15 0.68 -0.34 0.076
Cs 3.2620 3.0975 1.7105 -0.56 -0.27 -0.20 0.895
N 3.2060 -1.9057 3.5721 0.45 2.06 -0.30 -0.009
H 7.0386 -5.0505 5.0839 0.23 0.45 -0.30 0.080
C -0.6666 5.8038 -2.8259 -0.25 1.44 1.41 -0.069
H 2.8289 -2.1252 2.6613 0.54 -0.18 -0.52 0.043
H -0.1407 5.3046 -2.0120 0.27 -0.68 -0.40 0.076
H -2.5664 2.5425 8.5528 -0.14 -0.05 0.16 0.091
H 2.1465 -2.8655 -4.9557 -0.40 0.62 -0.83 0.183
H 6.2247 -6.4694 5.4072 -0.93 -0.14 -0.28 0.090
O 1.9525 -0.7461 -0.8087 1.93 -1.70 1.33 -0.506
O 5.0841 -4.9802 4.4101 0.07 -0.76 1.48 -0.178
O 0.1814 0.8969 -0.2652 1.02 -0.58 -0.39 -0.397
H -5.5959 -5.6797 -5.3513 -0.48 0.30 0.16 0.093
H 5.5339 -3.2624 3.5080 -0.12 0.54 -0.24 0.109
H -4.4723 -4.5193 -1.1860 0.54 -0.15 0.70 0.072
H -5.2883 -7.0990 -4.3543 0.02 -0.19 -0.31 0.097
H 4.4884 -1.8990 -0.7055 -1.94 1.09 0.49 0.157
O 1.8210 -3.1009 -4.0838 0.33 -1.43 -0.62 0.388
C 0.9546 9.1331 -4.6504 -0.39 -0.64 0.36 -0.091
H -3.5915 2.2173 2.6873 0.51 -0.44 -0.03 0.073
C -4.2404 -3.4926 -1.4693 -1.06 -1.25 0.01 -0.073
C -3.0431 1.5071 6.1809 1.28 -2.47 -2.51 -0.269
H -1.5564 1.0434 3.1115 0.27 0.26 -0.24 0.053
H -2.4219 0.0073 3.8755 0.36 -1.13 -0.18 0.058
C -5.7760 -4.1496 -3.4343 0.30 0.76 1.27 -0.174
H -2.1623 1.1616 6.7221 0.53 0.15 0.01 0.114
H -3.2828 -3.1214 -1.1043 0.23 -0.41 -0.34 0.074
C 3.4453 -3.1348 4.3104 -0.84 -0.85 -2.02 -0.366
N -4.0740 -2.1693 -3.4830 -0.54 0.24 -0.88 0.017
H -6.6227 -3.8770 -2.8044 0.29 0.55 0.40 0.128
H -4.2317 2.9908 4.0397 -0.15 0.16 0.23 0.073
H -3.7171 0.6523 6.2362 -0.51 -0.28 -0.02 0.123
H -1.6549 5.3679 -2.9723 0.29 -0.56 -0.42 0.082
N -1.7245 0.7162 4.0522 -1.37 -0.04 1.14 0.026
C -4.3992 -3.5198 -3.0010 0.22 1.59 0.80 -0.393
C -2.6506 1.7263 4.6604 0.52 1.03 -0.06 -0.393
O 5.4154 -2.0753 -0.8825 0.58 -0.72 0.49 0.387
C 6.0442 -5.3952 5.3677 1.59 -0.34 -0.12 -0.109
H 5.6024 1.3607 -5.3562 1.11 0.17 -0.05 0.190
C 0.1354 6.0454 -4.0926 0.65 -0.07 0.13 -0.416
H -4.1223 3.5075 8.3406 0.58 0.22 0.73 0.091
S 1.0561 0.3224 -1.3070 -1.27 0.35 -0.78 0.120
H -4.7120 1.3865 3.7688 0.30 -0.59 0.12 0.079
H -0.5480 6.5270 -4.7919 0.19 0.09 -0.26 0.129
H 2.5196 -3.6223 -3.6816 0.12 -0.63 0.74 0.176
H -4.4989 -1.4793 -2.8801 -0.40 0.10 0.00 0.063
C -3.5846 2.5758 8.1650 -1.20 1.28 -1.41 -0.061
H -4.0764 -5.8822 -4.5171 0.36 0.26 -0.09 0.079
H 1.4645 -3.8011 3.4456 0.28 0.42 -0.15 0.086
O 0.2943 -0.2971 -2.4140 -0.50 -0.88 -0.77 -0.452
O 1.9104 1.3578 -1.9085 1.57 1.58 -0.34 -0.501
H 2.9504 -4.4078 2.5558 -0.02 0.76 -0.42 0.072
N 0.4885 4.7456 -4.6830 -0.59 -0.30 -0.87 0.016
H 5.3464 -3.0532 5.2542 0.47 -0.40 0.18 0.118
O -5.6339 -5.5351 -3.2460 -0.97 0.83 0.39 -0.166
H -3.5826 -4.1407 -3.3694 -0.30 -0.34 -0.24 0.116
H -2.0756 2.6524 4.6616 0.11 0.21 0.23 0.121
H -0.4276 4.3454 -4.8265 -0.23 -0.34 -0.74 0.065
H 2.5221 -5.0643 3.9932 -0.32 -0.24 0.28 0.068
H 4.2373 0.8638 -5.9066 -0.69 -0.43 -0.90 0.190
C 2.5137 -4.0909 3.5029 1.06 -2.39 1.98 -0.077
O 1.3507 8.2586 -3.5980 -0.35 -0.18 -0.24 -0.207
C 1.4530 6.8689 -3.9705 -0.19 0.53 2.19 -0.184
O -3.5751 2.6188 6.7163 -0.51 1.19 1.40 -0.178
H 0.5436 10.0795 -4.2988 0.40 -0.05 0.61 0.087
H -4.2688 1.8329 8.5748 0.40 -0.63 -0.18 0.089
H 1.9482 6.5483 -3.0539 0.07 -0.74 0.11 0.112
H 2.3440 -1.5578 3.9671 0.03 0.70 0.39 0.070
H 1.5536 -2.3713 -3.5201 -1.15 2.16 1.34 0.150
H 2.1960 6.6580 -4.7396 -0.47 0.27 -0.70 0.112
H 5.4906 -2.9035 -1.3622 0.44 -0.71 -0.28 0.184
C -3.8294 2.0251 3.7335 -0.92 1.11 0.54 -0.076
O 4.6642 1.5591 -5.4006 -0.03 0.25 -0.38 0.407
H -6.1458 -3.9939 -4.4478 0.61 0.61 -0.17 0.114
H 0.0880 8.6561 -5.1082 0.31 0.12 -0.98 0.078
H 5.9497 -5.0428 6.3948 -0.86 0.19 -0.02 0.092
C 4.9748 -3.5931 4.3833 -2.07 1.20 -0.47 -0.199
```
Forces are in eV/Å.